# C19H4Cl10NNiO4S

A structure of composition C19H4Cl10NNiO4S (ωB97M-V/def2-TZVPD, OMol25).

Geometry as ORCA input:
```
! wB97M-V def2-TZVPD RIJCOSX def2/J DEFGRID3
* xyz -1 1
Ni -0.08798 -1.11985 -1.31751
Cl -3.63346 3.56659 2.76242
C -2.60871 2.69105 1.68502
C -2.54976 1.30448 1.73108
Cl -3.50638 0.45969 2.89096
C -1.72351 0.59456 0.86139
Cl -1.64539 -1.12996 1.00685
C -0.93078 1.25072 -0.10415
O -0.13924 0.67551 -0.95132
C -0.99650 2.66645 -0.10998
Cl -0.02070 3.48419 -1.26369
C -1.81439 3.36746 0.75659
Cl -1.86293 5.08835 0.68958
O 5.98158 -0.30718 0.03590
S 5.04903 -1.17713 0.70304
O 5.59931 -2.27878 1.44868
N 3.88535 -1.68040 -0.31325
C 2.70674 -1.20511 0.01346
O 1.66072 -1.46583 -0.63898
C 2.70420 -0.34259 1.25089
C 1.64742 0.26609 1.90064
C 1.91289 1.01574 3.04007
C 3.21113 1.14752 3.52354
C 4.27281 0.51860 2.88201
C 3.98325 -0.21763 1.75350
H 0.64122 0.15534 1.53393
H 1.09802 1.50521 3.55918
H 3.39197 1.73963 4.41180
H 5.28665 0.59767 3.25121
Cl -2.70794 1.26276 -2.74219
C -2.66453 -0.44972 -2.96090
C -1.66498 -1.21865 -2.38316
C -1.72088 -2.56668 -2.66878
Cl -0.36204 -3.42963 -1.94312
C -2.66798 -3.20914 -3.43728
Cl -2.60300 -4.90604 -3.69865
C -3.66974 -2.41194 -3.98755
Cl -4.89316 -3.13770 -4.95781
C -3.66021 -1.03664 -3.75261
Cl -4.89807 -0.06701 -4.46080
*
```

For the gap between HOMO and LUMO (spin up / spin down), the calculation gives 7.96 / 7.97 eV.

# C19H50NO7

A cluster of 6 separate species, C19H50NO7 in total (ωB97M-V/def2-TZVPD, OMol25).

Geometry as ORCA input:
```
! wB97M-V def2-TZVPD RIJCOSX def2/J DEFGRID3
* xyz -1 1
C 0.15583 4.47102 1.15651
O -0.22166 3.74152 0.03258
C 0.84967 3.06388 -0.59061
C 0.38833 1.80590 -1.28608
C 0.08081 0.56736 -0.42025
C -0.29859 0.78705 1.03680
C -1.74744 1.26974 1.27161
N -2.60577 0.86709 0.20109
C -3.97316 1.10768 0.51597
C -4.76510 1.79319 -0.64011
C -4.84615 3.29532 -0.45892
O -4.19838 1.56512 -1.92255
H 0.71663 3.86360 1.87708
H -0.74200 4.82173 1.66394
H 0.76538 5.34759 0.88632
H 1.64745 2.84486 0.13094
H 1.29083 3.74252 -1.33906
H 1.22189 1.53589 -1.94796
H -0.45171 2.03589 -1.94180
H 0.96289 -0.07612 -0.46360
H -0.72693 0.02211 -0.90198
H 0.41469 1.44640 1.54560
H -0.21413 -0.18486 1.53459
H -1.75480 2.36995 1.44217
H -2.07698 0.82206 2.24150
H -4.08575 1.77643 1.39048
H -4.50755 0.15493 0.74734
H -5.78559 1.37673 -0.61483
H -5.14797 3.77444 -1.39412
H -5.58618 3.54675 0.30119
H -3.86931 3.68787 -0.17145
H -4.14637 0.61738 -2.03744
C 2.84844 -3.62707 -2.59014
C 1.53156 -2.92936 -2.29834
O 1.61993 -1.52034 -2.43702
H 3.62824 -3.24023 -1.93259
H 2.76171 -4.70520 -2.43816
H 3.16696 -3.44620 -3.62015
H 1.23041 -3.10210 -1.26555
H 0.74012 -3.32040 -2.94725
H 1.85559 -1.31676 -3.34672
C 4.76237 -5.14672 0.42279
C 3.39309 -5.73127 0.70876
O 3.04125 -6.73275 -0.24985
H 4.77860 -4.71213 -0.57562
H 5.01992 -4.37273 1.14684
H 5.53403 -5.92010 0.45908
H 2.62528 -4.96114 0.65434
H 3.36567 -6.17314 1.71117
H 3.70777 -7.42410 -0.20232
C -2.16083 2.57371 -4.21378
C -1.47796 2.00481 -5.44061
O -2.26586 1.00452 -6.09253
H -2.39089 1.79702 -3.48762
H -1.52851 3.31727 -3.72563
H -3.10607 3.05257 -4.48327
H -0.54304 1.51470 -5.16981
H -1.24326 2.80292 -6.15714
H -3.10410 1.41122 -6.32802
C -0.92611 -6.75352 2.59838
C 0.31811 -7.42970 3.14439
O 0.84103 -8.38429 2.22575
H -1.69195 -7.49720 2.37674
H -1.33145 -6.03424 3.31122
H -0.70090 -6.22161 1.67165
H 0.08661 -7.96485 4.06461
H 1.08575 -6.68270 3.37681
H 1.06217 -7.90711 1.41747
C 1.01101 6.53075 4.06008
C 2.31782 6.09049 4.69215
O 3.05614 5.20888 3.85407
H 0.39363 5.66625 3.81723
H 0.45136 7.18255 4.73311
H 1.19635 7.07449 3.13065
H 2.13286 5.53729 5.61201
H 2.93078 6.96484 4.94317
H 3.23351 5.66171 3.02470
*
```

For the gap between HOMO and LUMO, the calculation gives 3.51 eV.

# C19H51BBr5O10PSi2

A structure of composition C19H51BBr5O10PSi2 at a distorted geometry (ωB97M-V/def2-TZVPD, OMol25).

Geometry as ORCA input:
```
! wB97M-V def2-TZVPD RIJCOSX def2/J DEFGRID3
* xyz 0 1
C 2.37171 -1.66506 2.07394
O 0.93194 -1.74663 1.89487
B 0.53337 -1.38317 0.57081
O 1.37758 -0.73427 -0.38560
Si -1.33337 -1.78684 0.09413
O -1.44590 -3.40901 -0.49766
Si -0.48946 -3.68412 -1.90132
C 1.05211 -4.78591 -1.62750
Br 1.63800 -4.95137 0.25792
C 2.18743 -4.28869 -2.64210
C 3.24281 -3.26890 -2.01971
Br 3.03067 -5.88211 -3.51208
P -1.84640 -4.72764 -3.36262
O -1.00367 -6.01111 -4.12071
Br -3.40511 -5.68965 -1.97787
C -2.16154 -0.47871 -1.02436
Br -2.98125 -0.87751 -2.80105
C -2.26127 0.87884 -0.62904
C -2.94663 1.95794 -1.60510
Br -1.60371 1.58144 1.08878
H 2.85005 -2.60521 1.66316
H 2.56513 -1.64942 3.20070
H 2.84197 -0.71562 1.66910
H 1.03983 -0.81855 -1.29459
H -2.07884 -1.76551 1.37585
H -0.11021 -2.41892 -2.53661
H 0.76231 -5.83965 -1.96877
H 1.65372 -3.72889 -3.48767
H 2.89898 -2.74621 -1.07782
H 3.39320 -2.44149 -2.80008
H 4.26030 -3.76939 -1.92053
H -1.37146 -6.83700 -3.73056
H -2.39061 1.87238 -2.58691
H -2.72803 3.01059 -1.21287
H -4.06173 1.79775 -1.67877
C 0.74324 -8.88463 2.76961
C 1.51463 -7.94430 3.67498
O 2.55379 -7.29993 2.94776
H 1.40975 -9.63794 2.34279
H -0.05429 -9.39013 3.31929
H 0.30061 -8.33822 1.93181
H 1.97280 -8.49600 4.49782
H 0.85417 -7.18003 4.09737
H 2.14170 -6.80675 2.22784
C -3.38313 2.18621 5.45449
C -4.30290 3.16884 4.75610
O -3.59783 3.86589 3.73631
H -2.52883 2.70706 5.89350
H -3.91276 1.64877 6.24476
H -2.98220 1.45877 4.74294
H -4.68392 3.90614 5.46511
H -5.15576 2.65166 4.30432
H -3.27197 3.20964 3.10846
C -2.53520 2.13312 -5.95644
C -2.82413 3.59950 -6.20922
O -2.98101 4.29191 -4.97345
H -3.34573 1.67595 -5.38331
H -2.41856 1.59013 -6.89693
H -1.62111 2.01480 -5.36674
H -3.74774 3.71425 -6.77864
H -2.01041 4.06604 -6.77310
H -2.15809 4.19430 -4.47861
C 2.63806 2.57702 3.44204
C 1.41953 3.28782 2.89154
O 0.27762 2.99481 3.69013
H 2.47205 1.49834 3.46021
H 3.52081 2.78755 2.83365
H 2.83860 2.88754 4.47218
H 1.21334 2.95522 1.87237
H 1.56983 4.37234 2.87704
H 0.46345 3.30067 4.58565
C 6.88004 -0.41484 3.28383
C 5.66281 0.31168 2.74626
O 4.52221 0.02703 3.54911
H 6.70638 -1.49338 3.29948
H 7.76067 -0.20834 2.67134
H 7.08902 -0.11006 4.31323
H 5.44492 -0.01132 1.72632
H 5.82676 1.39431 2.73850
H 4.71880 0.32181 4.44669
C -3.02030 8.66121 -3.53312
C -3.68256 8.45941 -4.88214
O -2.89598 7.59748 -5.69471
H -2.02221 9.08850 -3.65655
H -3.61338 9.32722 -2.90189
H -2.89689 7.70523 -3.01621
H -3.78446 9.41278 -5.40390
H -4.67908 8.02105 -4.76556
H -2.81710 6.75151 -5.23166
*
```

For the gap between HOMO and LUMO, the calculation gives 8.20 eV.

no.,energy (eV)
1,-206553.524
2,-36333.049
3,-416939.727